Computed, not measured: a molecular structure, C36H47N4O4PS3W, with the ωB97M-V functional and the def2-TZVPD basis.

Structure (ORCA input):
```
! RIJCOSX wB97M-V def2-TZVPD def2/J DEFGRID3
* xyz 2 1
W -0.109 -1.760 0.786
C -4.781 -2.154 -4.529
C -3.933 -1.816 -3.336
C -3.672 -0.489 -2.989
C -2.874 -0.132 -1.908
C -2.806 1.325 -1.494
N -3.967 1.661 -0.730
C -4.208 0.963 0.522
C -3.887 1.779 1.780
C -3.765 0.916 3.035
N -2.457 0.221 3.084
C -1.371 0.831 3.404
C -0.023 0.316 3.392
C 0.944 1.197 3.844
C 2.296 0.834 3.889
C 3.330 1.731 4.508
C 2.620 -0.379 3.322
C 1.694 -1.297 2.790
C 2.251 -2.529 2.066
N 1.243 -3.082 1.258
C 1.447 -4.371 0.615
C 0.278 -5.327 0.903
C -1.020 -4.609 1.261
N -1.273 -3.432 0.398
C -2.150 -3.548 -0.541
C -2.583 -2.500 -1.444
C -3.407 -2.812 -2.526
C -2.301 -1.157 -1.172
O -1.512 -0.856 -0.116
C 0.304 -1.003 2.943
O -0.695 -1.886 2.748
H -5.317 -1.280 -4.892
H -5.512 -2.925 -4.284
H -4.164 -2.532 -5.345
H -4.134 0.301 -3.571
H -2.799 1.943 -2.391
H -4.150 2.654 -0.696
H -3.599 0.060 0.532
H -5.251 0.638 0.574
H -4.669 2.520 1.959
H -2.948 2.314 1.623
H -4.535 0.148 3.081
H -3.838 1.518 3.940
H -2.377 -0.762 2.833
H -1.486 1.873 3.691
H 0.640 2.177 4.195
H 2.880 2.642 4.897
H 4.100 2.009 3.789
H 3.824 1.221 5.336
H 3.663 -0.673 3.282
H 2.749 -3.236 2.739
H 2.388 -4.811 0.948
H 1.539 -4.202 -0.461
H 0.517 -5.979 1.744
H 0.125 -5.969 0.034
H -0.984 -4.245 2.284
H -1.865 -5.292 1.174
H -2.641 -4.514 -0.642
H -3.641 -3.852 -2.728
C 3.660 -0.570 -3.807
C 4.504 -0.977 -2.624
C 4.658 -2.467 -2.443
O 3.947 -0.340 -1.391
P 2.808 -0.757 -0.426
S 3.737 -2.018 0.943
S 1.198 -1.496 -1.362
O 2.342 0.531 0.329
C 2.998 1.862 0.456
C 4.452 1.739 0.846
C 2.752 2.652 -0.808
H 4.169 -0.887 -4.718
H 3.535 0.512 -3.846
H 2.678 -1.040 -3.782
H 5.481 -0.501 -2.680
H 3.690 -2.960 -2.334
H 5.283 -2.706 -1.583
H 5.142 -2.868 -3.334
H 2.425 2.297 1.275
H 5.067 1.386 0.020
H 4.586 1.065 1.691
H 4.809 2.729 1.134
H 3.316 2.245 -1.647
H 3.080 3.680 -0.645
H 1.692 2.665 -1.058
S -1.131 1.796 -0.742
C -1.170 3.523 -1.151
C -1.524 4.474 -0.198
C -1.537 5.823 -0.528
C -1.198 6.227 -1.810
C -0.842 5.282 -2.765
C -0.821 3.936 -2.436
H -1.785 4.158 0.805
H -1.812 6.557 0.218
H -1.208 7.277 -2.067
H -0.575 5.598 -3.765
H -0.533 3.194 -3.172
*
```

Calculated values
LUMO level (spin up / spin down), eV: -6.507 / -6.408
HOMO energy (spin up / spin down), eV: -12.65 / -12.52
Frontier orbital gap (spin up / spin down), hartree: 0.2259 / 0.2247